No. 1
{
  "formula": "C40H100O20",
  "method": "ωB97M-V/def2-TZVPD",
  "charge": 0,
  "smiles": "COCCOC.COCCOC.COCCOC.COCCOC.COCCOC.COCCOC.COCCOC.COCCOC.COCCOC.COCCOC",
  "lumo_ha": 0.018,
  "spin_multiplicity": 1,
  "homo_lumo_gap_ev": 9.250,
  "relative_energy_kcal_mol": 107.0,
  "symbols": ["C", "O", "C", "C", "O", "C", "H", "H", "H", "H", "H", "H", "H", "H", "H", "H", "C", "O", "C", "C", "O", "C", "H", "H", "H", "H", "H", "H", "H", "H", "H", "H", "C", "O", "C", "C", "O", "C", "H", "H", "H", "H", "H", "H", "H", "H", "H", "H", "C", "O", "C", "C", "O", "C", "H", "H", "H", "H", "H", "H", "H", "H", "H", "H", "C", "O", "C", "C", "O", "C", "H", "H", "H", "H", "H", "H", "H", "H", "H", "H", "C", "O", "C", "C", "O", "C", "H", "H", "H", "H", "H", "H", "H", "H", "H", "H", "C", "O", "C", "C", "O", "C", "H", "H", "H", "H", "H", "H", "H", "H", "H", "H", "C", "O", "C", "C", "O", "C", "H", "H", "H", "H", "H", "H", "H", "H", "H", "H", "C", "O", "C", "C", "O", "C", "H", "H", "H", "H", "H", "H", "H", "H", "H", "H", "C", "O", "C", "C", "O", "C", "H", "H", "H", "H", "H", "H", "H", "H", "H", "H"],
  "coordinates": [[-22.372, 7.504, 5.983], [-22.877, 8.847, 5.972], [-24.017, 9.028, 6.833], [-23.668, 9.165, 8.359], [-23.200, 7.900, 8.865], [-22.312, 7.868, 9.992], [-21.678, 7.504, 5.142], [-23.184, 6.777, 5.989], [-21.749, 7.362, 6.866], [-24.738, 8.262, 6.547], [-24.471, 9.992, 6.604], [-24.485, 9.465, 9.014], [-22.862, 9.899, 8.379], [-21.989, 6.830, 10.077], [-22.887, 8.189, 10.861], [-21.428, 8.466, 9.772], [-18.422, 6.642, 5.188], [-17.505, 6.474, 6.332], [-17.016, 5.143, 6.393], [-15.594, 5.143, 7.078], [-14.508, 5.657, 6.332], [-13.965, 4.790, 5.332], [-19.380, 6.159, 5.383], [-17.959, 6.306, 4.260], [-18.572, 7.711, 5.039], [-16.713, 4.786, 5.408], [-17.711, 4.396, 6.776], [-15.284, 4.200, 7.527], [-15.689, 5.788, 7.951], [-13.102, 5.287, 4.889], [-14.675, 4.527, 4.547], [-13.728, 3.796, 5.710], [-13.354, 10.309, 10.276], [-14.304, 9.950, 9.298], [-13.766, 9.290, 8.046], [-13.487, 7.765, 8.141], [-12.549, 7.609, 9.213], [-11.203, 7.741, 8.829], [-13.209, 9.618, 11.106], [-13.538, 11.301, 10.687], [-12.392, 10.498, 9.799], [-12.876, 9.818, 7.702], [-14.482, 9.340, 7.225], [-13.136, 7.346, 7.198], [-14.448, 7.306, 8.373], [-10.830, 8.745, 9.028], [-11.018, 7.256, 7.870], [-10.650, 7.243, 9.625], [-20.909, 2.674, 7.434], [-20.268, 3.924, 7.796], [-20.218, 4.287, 9.190], [-19.692, 5.648, 9.395], [-19.903, 6.158, 10.740], [-18.989, 5.709, 11.720], [-20.298, 1.835, 7.099], [-21.609, 2.881, 6.625], [-21.606, 2.304, 8.185], [-19.464, 3.633, 9.628], [-21.201, 4.262, 9.660], [-20.161, 6.312, 8.669], [-18.651, 5.604, 9.074], [-19.132, 4.656, 11.960], [-19.144, 6.285, 12.633], [-17.937, 5.878, 11.491], [-8.453, 5.064, 6.518], [-9.710, 4.518, 5.929], [-9.482, 3.290, 5.239], [-10.652, 2.673, 4.419], [-11.525, 2.043, 5.358], [-12.611, 1.240, 4.886], [-8.217, 4.471, 7.402], [-8.656, 6.106, 6.764], [-7.669, 5.163, 5.768], [-9.126, 2.498, 5.899], [-8.738, 3.536, 4.482], [-10.179, 1.833, 3.911], [-11.034, 3.347, 3.652], [-13.272, 1.091, 5.739], [-12.396, 0.237, 4.518], [-13.120, 1.830, 4.123], [-17.156, 2.464, 11.349], [-16.676, 3.722, 10.882], [-15.239, 3.744, 10.799], [-14.696, 5.132, 11.246], [-15.215, 5.571, 12.486], [-14.894, 6.962, 12.794], [-16.488, 1.732, 10.896], [-18.157, 2.212, 10.997], [-17.084, 2.316, 12.427], [-14.991, 3.490, 9.769], [-14.769, 3.064, 11.509], [-14.979, 5.839, 10.466], [-13.609, 5.149, 11.169], [-15.495, 7.390, 13.596], [-15.216, 7.505, 11.906], [-13.818, 7.035, 12.955], [-20.220, 3.812, 3.390], [-19.501, 3.288, 2.268], [-19.699, 1.845, 2.146], [-18.644, 1.196, 1.225], [-17.282, 1.125, 1.555], [-16.571, 2.389, 1.358], [-20.286, 4.896, 3.485], [-19.744, 3.380, 4.271], [-21.273, 3.531, 3.367], [-20.702, 1.818, 1.718], [-19.775, 1.317, 3.097], [-18.901, 1.527, 0.219], [-18.889, 0.136, 1.285], [-15.484, 2.332, 1.397], [-16.941, 3.101, 2.096], [-16.812, 2.719, 0.347], [-9.989, 13.041, 2.880], [-9.920, 11.628, 3.034], [-11.049, 11.065, 3.700], [-10.914, 9.481, 3.471], [-11.238, 8.880, 4.806], [-10.819, 7.527, 4.927], [-10.712, 13.428, 2.162], [-9.021, 13.217, 2.411], [-9.989, 13.652, 3.782], [-11.995, 11.495, 3.371], [-10.934, 11.344, 4.747], [-9.892, 9.224, 3.194], [-11.563, 9.047, 2.710], [-11.460, 6.892, 4.314], [-10.847, 7.102, 5.930], [-9.856, 7.349, 4.449], [-18.883, -0.473, 8.417], [-18.122, 0.607, 7.957], [-16.835, 0.256, 7.455], [-15.982, 1.485, 7.167], [-16.037, 1.987, 5.863], [-17.393, 1.892, 5.266], [-19.190, -1.145, 7.616], [-19.834, -0.222, 8.888], [-18.231, -1.002, 9.111], [-16.834, -0.247, 6.489], [-16.345, -0.390, 8.183], [-14.944, 1.194, 7.328], [-16.329, 2.218, 7.896], [-17.310, 2.443, 4.329], [-18.163, 2.365, 5.876], [-17.683, 0.869, 5.030], [-15.635, 8.945, 1.170], [-15.200, 9.257, 2.434], [-15.978, 8.512, 3.434], [-15.841, 9.288, 4.797], [-16.793, 10.427, 4.935], [-16.630, 11.501, 3.974], [-15.923, 7.897, 1.086], [-14.769, 9.084, 0.523], [-16.298, 9.646, 0.663], [-15.602, 7.494, 3.536], [-17.057, 8.472, 3.286], [-14.901, 9.828, 4.917], [-16.030, 8.639, 5.652], [-15.591, 11.383, 3.665], [-16.891, 12.479, 4.378], [-17.352, 11.340, 3.174]]
}

No. 2
{
  "formula": "C10H21NO5PS",
  "method": "ωB97M-V/def2-TZVPD",
  "charge": 1,
  "smiles": "COC[C@@H]1C[C@H](COO)[N@@H+](CCC(=O)O)[C@@H]1[PH2]=S",
  "lumo_ha": -0.131,
  "spin_multiplicity": 1,
  "homo_lumo_gap_ev": 8.742,
  "symbols": ["C", "O", "C", "C", "C", "C", "C", "O", "O", "N", "C", "C", "C", "O", "O", "C", "P", "S", "H", "H", "H", "H", "H", "H", "H", "H", "H", "H", "H", "H", "H", "H", "H", "H", "H", "H", "H", "H", "H"],
  "coordinates": [[2.516, 3.743, -0.352], [3.426, 2.592, -0.104], [2.970, 1.383, -0.807], [1.549, 0.788, -0.249], [1.566, -0.155, 1.132], [-0.092, -0.361, 1.218], [-0.684, -1.450, 2.298], [-2.130, -1.204, 2.616], [-2.263, -0.106, 3.312], [-0.527, -0.500, -0.256], [-1.714, 0.395, -0.556], [-3.016, -0.391, -1.192], [-3.612, -1.580, -0.227], [-4.528, -1.198, 0.698], [-3.218, -3.001, -0.366], [0.683, -0.268, -1.186], [1.496, -1.892, -1.775], [3.332, -1.704, -2.415], [1.778, 3.796, 0.556], [3.180, 4.717, -0.353], [1.947, 3.665, -1.389], [3.791, 0.544, -0.653], [2.815, 1.579, -1.972], [0.739, 1.622, 0.017], [1.949, 0.536, 2.001], [2.212, -1.155, 1.035], [-0.397, 0.700, 1.672], [-0.035, -1.442, 3.290], [-0.611, -2.534, 1.803], [-2.485, 0.649, 2.660], [-0.782, -1.517, -0.304], [-2.110, 1.010, 0.361], [-1.341, 1.189, -1.357], [-2.843, -0.803, -2.276], [-3.883, 0.425, -1.278], [-2.430, -3.102, 0.248], [0.492, 0.336, -2.172], [0.722, -2.366, -2.931], [1.537, -2.941, -0.747]]
}

No. 3
{
  "formula": "C22H31As3ClF9NO5Pd",
  "method": "ωB97M-V/def2-TZVPD",
  "charge": -1,
  "lumo_ha": [0.091, 0.086],
  "spin_multiplicity": 3,
  "homo_lumo_gap_ev": [7.142, 8.116],
  "s_squared": 2.01,
  "relative_energy_kcal_mol": 0.0,
  "symbols": ["Pd", "C", "As", "C", "C", "C", "C", "C", "As", "C", "C", "C", "As", "C", "C", "H", "H", "H", "H", "H", "H", "H", "H", "H", "H", "H", "H", "H", "H", "H", "H", "H", "H", "H", "H", "H", "H", "H", "H", "H", "H", "H", "F", "C", "F", "F", "C", "O", "C", "F", "F", "F", "C", "F", "F", "F", "Cl", "C", "C", "C", "C", "C", "C", "C", "O", "O", "H", "H", "H", "H", "O", "N", "O"],
  "coordinates": [[1.294, 0.090, 1.175], [0.957, -3.965, 0.642], [0.249, -2.162, 0.655], [-1.467, -2.573, 1.483], [-0.463, -1.989, -1.161], [0.478, -1.682, -2.335], [1.660, -2.658, -2.345], [0.975, -0.225, -2.328], [2.358, 0.382, -1.072], [2.484, 2.160, -1.828], [3.958, -0.366, -1.861], [-0.315, -1.911, -3.642], [-1.776, -0.660, -4.092], [-3.228, -1.441, -3.028], [-2.247, -1.598, -5.751], [1.988, -3.973, 0.299], [0.328, -4.588, 0.005], [0.921, -4.336, 1.665], [-2.246, -1.982, 1.004], [-1.434, -2.318, 2.541], [-1.674, -3.635, 1.365], [-1.202, -1.194, -1.049], [-0.998, -2.923, -1.361], [2.268, -2.565, -1.441], [2.306, -2.475, -3.207], [1.302, -3.691, -2.405], [0.142, 0.454, -2.131], [1.357, 0.024, -3.323], [2.527, 2.075, -2.914], [3.380, 2.650, -1.454], [1.619, 2.738, -1.510], [3.843, -0.375, -2.945], [4.151, -1.363, -1.479], [4.788, 0.285, -1.588], [-0.730, -2.925, -3.649], [0.374, -1.837, -4.489], [-3.232, -1.028, -2.021], [-3.138, -2.528, -2.974], [-4.171, -1.183, -3.512], [-1.454, -1.463, -6.486], [-3.170, -1.185, -6.157], [-2.383, -2.665, -5.564], [0.634, 5.061, 3.237], [0.408, 3.880, 2.627], [-0.588, 4.064, 1.760], [-0.042, 3.042, 3.566], [1.670, 3.312, 1.884], [1.300, 2.378, 1.009], [2.707, 2.778, 2.923], [3.159, 3.738, 3.757], [2.189, 1.804, 3.670], [3.769, 2.270, 2.286], [2.326, 4.494, 1.085], [2.812, 5.508, 1.815], [1.419, 5.013, 0.243], [3.342, 4.038, 0.338], [-6.406, 1.779, 4.822], [-4.877, 1.404, 4.056], [-3.781, 1.099, 4.847], [-2.575, 0.793, 4.232], [-2.470, 0.795, 2.847], [-3.578, 1.118, 2.075], [-4.792, 1.422, 2.674], [-1.173, 0.444, 2.176], [-1.106, 0.540, 0.925], [-0.218, 0.040, 2.895], [-3.874, 1.107, 5.924], [-1.695, 0.554, 4.815], [-3.468, 1.139, 0.999], [-5.662, 1.675, 2.083], [2.976, -0.857, 2.280], [3.716, -1.760, 1.793], [3.500, -2.070, 0.624]]
}

No. 4
{
  "formula": "C4H11NO4",
  "method": "ωB97M-V/def2-TZVPD",
  "charge": 0,
  "smiles": "CC(=O)NCC=O.O.O",
  "lumo_ha": 0.009,
  "spin_multiplicity": 1,
  "homo_lumo_gap_ev": 9.874,
  "relative_energy_kcal_mol": 32.3,
  "symbols": ["C", "C", "N", "C", "C", "O", "O", "H", "H", "H", "H", "H", "H", "H", "H", "H", "O", "H", "H", "O"],
  "coordinates": [[1.210, 0.964, 0.482], [-0.186, 1.538, 0.537], [-1.226, 0.649, 0.685], [-1.283, -0.712, 0.204], [-1.055, -1.718, 1.342], [0.005, -1.748, 1.901], [-0.389, 2.730, 0.586], [1.699, 1.386, -0.379], [1.745, 1.338, 1.343], [1.281, -0.115, 0.435], [-2.137, 1.080, 0.728], [-2.171, -0.882, -0.410], [-0.519, -0.926, -0.553], [-1.895, -2.397, 1.573], [1.581, 1.744, -2.001], [1.810, 0.584, -2.988], [1.274, 1.342, -2.806], [0.028, -2.669, -1.049], [1.364, -3.076, -1.092], [0.831, -2.377, -1.498]]
}

The calculation returns the following energy values, one per record and in order: -3088.20494 -1563.50514 -9482.11149 -514.70145 a.u..